16
Properties=species:S:1:pos:R:3:forces:R:3:lowdin_charge:R:1 method="wB97M-V/def2-TZVPD" total_energy_ha=-1046.06105 smiles=N[C@H](CO)CSS e_homo_ev=-9.34 relative_energy_kcal_mol=15.41 gap_ev=9.75
N 0.251164 -1.656520 0.509961 0.4 0.0 0.1 0.04
C -0.157605 -1.035531 -0.733926 -0.8 0.3 0.0 -0.49
C 0.696391 -1.540717 -1.889886 0.3 0.0 0.4 -0.25
O 0.834886 -2.948840 -1.901083 -0.1 0.1 -0.3 -0.05
C -0.098381 0.499952 -0.718723 0.3 -0.2 0.0 -0.54
S -1.176891 1.208644 0.561491 0.2 0.2 0.2 0.44
S 0.146099 2.262793 1.751651 -0.3 -0.3 -0.1 0.32
H 1.266185 -1.634088 0.566451 0.0 -0.1 0.1 0.08
H -0.076118 -1.127029 1.312869 -0.2 0.0 -0.1 0.04
H -1.211535 -1.291449 -0.936153 0.3 -0.2 0.1 0.14
H 1.676639 -1.042000 -1.801026 -0.1 -0.2 -0.2 0.13
H 0.238990 -1.252577 -2.831853 0.0 0.1 -0.1 0.12
H 1.659113 -3.183696 -1.476177 0.0 -0.1 0.2 0.08
H 0.918427 0.828741 -0.498322 0.0 0.0 0.0 0.06
H -0.378741 0.903297 -1.689882 -0.1 0.1 -0.1 0.07
H 0.015316 3.446104 1.145375 0.1 0.2 -0.1 -0.21

15
Properties=species:S:1:pos:R:3:forces:R:3:lowdin_charge:R:1 method="wB97M-V/def2-TZVPD" total_energy_ha=-825.68822 smiles="CSC(F)(F)C(N)=[NH2+]" e_homo_ev=-14.03 total_charge=+1 gap_ev=9.49
C -1.338735 0.258332 0.119879 -0.2 -0.1 0.0 -0.31
C 2.783147 -0.212485 -0.292091 -0.1 -0.1 0.1 -0.31
C 0.068118 -0.250657 -0.099528 1.4 -2.7 2.4 -0.63
N -1.548270 1.539911 0.266976 -0.1 0.1 0.1 0.24
N -2.278514 -0.649132 0.120359 -0.1 0.0 0.0 0.26
F 0.189406 -1.360815 1.067852 -0.5 2.6 -2.2 -0.10
F 0.115027 -1.061739 -1.149895 -0.3 0.2 -0.3 0.09
S 1.390931 0.903020 0.027630 -0.4 -0.1 0.0 1.00
H 3.634596 0.425684 -0.531424 -0.1 0.0 0.0 0.06
H 2.545636 -0.849531 -1.140842 0.1 0.1 0.0 0.05
H 2.973677 -0.796477 0.608014 0.0 0.1 -0.2 0.06
H -0.775047 2.196184 0.245517 -0.1 -0.1 0.0 0.11
H -2.477419 1.908977 0.434283 0.2 0.0 0.0 0.16
H -2.030551 -1.630564 0.043984 0.0 0.2 0.1 0.16
H -3.252005 -0.420704 0.279280 0.1 0.0 -0.1 0.16

16
Properties=species:S:1:pos:R:3:forces:R:3:lowdin_charge:R:1 method="wB97M-V/def2-TZVPD" total_energy_ha=-159.57227 smiles=CC.CC e_homo_ev=-11.55 relative_energy_kcal_mol=7.97 gap_ev=12.66
C -0.525866 2.352037 0.692530 -0.3 0.1 1.1 -0.17
C 0.950597 1.983620 0.660592 0.7 -0.5 -0.3 -0.17
H -1.139224 1.757678 0.022379 0.1 0.1 -0.4 0.05
H -0.991422 2.202103 1.672132 0.3 -0.2 0.1 0.06
H -0.681164 3.410536 0.524701 0.0 0.2 -0.4 0.06
H 1.096332 1.033035 0.135116 0.0 0.2 -0.1 0.04
H 1.551977 2.743364 0.150411 -0.2 -0.2 -0.1 0.06
H 1.462605 1.810028 1.612399 -0.5 0.3 0.2 0.06
C 0.008899 -1.648774 -1.192119 -1.8 0.2 0.3 -0.17
C -0.426888 -2.683385 -0.167597 0.0 -0.3 0.0 -0.18
H -0.647948 -1.650548 -2.067595 0.6 -0.7 -0.4 0.07
H -0.299912 -0.669814 -0.815190 0.9 0.2 0.3 0.04
H 1.057854 -1.781850 -1.387802 0.3 0.5 -0.4 0.06
H -1.500921 -2.676023 0.021921 0.1 0.3 0.2 0.06
H 0.129758 -2.513955 0.753483 -0.2 -0.1 0.2 0.06
H -0.205363 -3.698598 -0.484585 0.2 -0.1 -0.1 0.06